C25H73N3O13 | ωB97M-V/def2-TZVPD

```
! RIJCOSX wB97M-V def2-TZVPD def2/J DEFGRID3
* xyz 0 1
C 0.70861 3.71231 1.90999
O -0.05367 3.64810 3.08432
C -0.54131 2.36142 3.38681
C -1.31358 2.35206 4.70126
N -0.34583 2.34937 5.78380
C -0.88713 2.45007 7.09085
C 0.26766 2.36152 8.05117
O -0.25030 2.44584 9.36351
C 0.75923 2.16807 10.31543
H 0.08782 3.63503 0.97875
H 1.40302 2.86220 1.84902
H 1.26883 4.67834 1.85998
H 0.30180 1.64299 3.49547
H -1.15186 2.01360 2.53408
H -1.84850 1.42123 4.73527
H -1.95351 3.19316 4.85382
H 0.23913 1.56521 5.70056
H -1.62819 1.70513 7.38538
H -1.36850 3.44993 7.16781
H 0.95589 3.16494 7.83956
H 0.81822 1.42661 7.95681
H 1.19247 1.14104 10.14214
H 0.25979 2.28875 11.28953
H 1.53909 2.90017 10.15301
C 4.75945 1.04164 0.87897
O 4.34891 0.58591 -0.35416
C 4.77638 -0.74460 -0.70334
C 4.58827 -0.97270 -2.14857
N 4.77683 -2.35430 -2.57543
C 3.58436 -3.15215 -2.28337
C 3.70952 -4.51217 -2.95658
O 3.76026 -4.35366 -4.33328
C 4.06750 -5.53945 -5.03155
H 4.44117 2.07476 0.94591
H 5.81891 0.95973 0.99644
H 4.39564 0.37521 1.70495
H 4.20525 -1.52061 -0.17731
H 5.84494 -0.81335 -0.43352
H 5.29020 -0.34258 -2.73849
H 3.58365 -0.65500 -2.42084
H 4.84471 -2.36752 -3.58948
H 2.70411 -2.63483 -2.67370
H 3.49676 -3.27504 -1.20289
H 2.91371 -5.20075 -2.67064
H 4.60691 -5.01900 -2.61444
H 4.01548 -5.25934 -6.09525
H 3.29813 -6.28350 -4.80754
H 5.03134 -5.95721 -4.71564
C -1.85602 -0.32102 -6.68397
O -1.88356 1.06194 -6.36847
C -3.07365 1.37738 -5.66805
C -2.72856 2.37703 -4.52812
N -1.85568 1.69911 -3.54875
C -1.61688 2.52184 -2.41268
C -0.61673 3.64926 -2.47937
O 0.67538 3.21237 -2.88965
C 1.41137 2.40825 -2.00713
H -2.63093 -0.50997 -7.44716
H -1.97636 -0.90821 -5.75940
H -0.90050 -0.57629 -7.10636
H -3.49834 0.45743 -5.27550
H -3.78870 1.90033 -6.35630
H -3.54498 2.78302 -3.93775
H -2.27789 3.25765 -5.01943
H -1.01330 1.42500 -4.02330
H -1.24290 1.88325 -1.60129
H -2.58303 2.83074 -1.97061
H -0.57401 4.24356 -1.54955
H -0.87726 4.37209 -3.26016
H 1.81954 3.02222 -1.20482
H 2.25657 1.90731 -2.54777
H 0.70527 1.72294 -1.51313
C -2.74148 -1.04692 3.29080
O -2.82578 -0.61686 1.94595
H -1.72176 -1.30481 3.49708
H -3.06111 -0.21828 3.92639
H -3.31994 -1.96532 3.45372
H -2.69172 -1.36589 1.34688
C -4.34681 0.06911 -1.62296
O -3.62226 -0.55810 -2.65912
H -3.70325 0.40308 -0.79693
H -4.91144 0.94772 -2.00916
H -5.08773 -0.63846 -1.26906
H -3.01756 0.02991 -3.11441
C 0.57023 -0.23102 0.82500
O -0.57907 0.63386 0.48408
H 1.47186 0.23547 0.38642
H 0.71742 -0.37532 1.87660
H 0.47349 -1.25989 0.49335
H -1.28282 0.32177 1.06154
C 1.80005 -5.17078 0.00902
O 0.92319 -4.03828 -0.09188
H 1.80726 -5.80150 -0.88715
H 2.82404 -4.92221 0.30951
H 1.43418 -5.78845 0.83937
H 1.28262 -3.37478 -0.71335
C -3.13732 3.57460 0.76927
O -4.16303 3.21237 -0.16142
H -2.88439 4.59638 0.49093
H -3.55915 3.53180 1.76756
H -2.27769 2.93261 0.68657
H -4.50442 2.38899 0.19673
C -0.96315 -1.73248 -2.38168
O 0.15358 -2.58625 -2.16280
H -1.07400 -1.08031 -1.50804
H -0.86631 -1.13922 -3.27571
H -1.90536 -2.29764 -2.45400
H -0.13502 -3.45028 -1.81483
C -2.38960 -4.01367 0.74276
O -2.94399 -2.86570 0.13261
H -2.43040 -4.88054 0.07393
H -1.32232 -3.90620 1.01796
H -3.00104 -4.24317 1.61254
H -2.63841 -2.81910 -0.78390
*
```

Calculated values
M, g/mol: 623.87
SMILES: COCCNCCOC.COCCNCCOC.COCCNCCOC.CO.CO.CO.CO.CO.CO.CO
HOMO-LUMO gap, eV: 9.2

=====

C25H73O12Zr | ωB97M-V/def2-TZVPD

```
! RIJCOSX wB97M-V def2-TZVPD def2/J DEFGRID3
* xyz 2 2
Zr 4.54547 -2.20851 0.14975
C 1.19045 0.52490 0.17919
C 1.29083 -0.84792 0.90819
C 0.03188 -1.60613 0.72505
O 2.46083 -1.55053 0.62692
H 1.11911 0.38585 -0.89955
H 2.01500 1.22828 0.29527
H 0.31609 1.06346 0.54463
H 1.25875 -0.61819 1.97321
H -0.15171 -1.91878 -0.30288
H -0.80748 -1.04433 1.13490
H 0.05108 -2.55270 1.26516
C -0.33432 0.28751 -3.61053
C 0.05585 0.55110 -5.01175
O 1.47719 0.62650 -5.17400
H -1.39834 0.07270 -3.51143
H 0.02628 1.06964 -2.94243
H 0.23169 -0.58318 -3.27943
H -0.35917 1.52856 -5.25756
H -0.34554 -0.23053 -5.65677
H 1.69901 0.60299 -6.10772
C 3.55372 0.88597 3.84853
C 3.47018 -0.35961 4.73821
O 4.62601 -1.11343 4.41622
H 3.53891 0.62861 2.78945
H 4.42530 1.50589 4.05868
H 2.63223 1.43987 4.02787
H 2.50764 -0.84823 4.58700
H 3.47687 -0.06639 5.78800
H 5.21020 -1.18307 5.17481
C -2.88778 0.63600 -0.26600
C -3.97736 1.41106 0.45150
O -3.81157 2.84500 0.18177
H -2.94880 -0.40654 0.04623
H -1.89966 1.00213 0.01271
H -2.96402 0.70521 -1.35112
H -3.93682 1.25332 1.52926
H -4.96427 1.06444 0.14495
H -4.48953 3.37310 0.60966
C -0.06680 4.50476 -2.46216
C -1.12119 3.76855 -1.57502
O -2.40441 4.24528 -1.91753
H -0.23063 4.21530 -3.50018
H 0.95402 4.19824 -2.23400
H -0.19610 5.57823 -2.32411
H -0.96359 4.05360 -0.53482
H -0.97828 2.68832 -1.60286
H -3.02364 3.82065 -1.31933
C 2.24179 -2.81971 -2.81058
C 3.75648 -2.71051 -2.89279
O 4.10865 -1.76456 -1.92667
H 1.86371 -3.21720 -1.86869
H 1.94672 -3.50129 -3.60839
H 1.76705 -1.86370 -3.03142
H 4.24691 -2.35803 -3.80017
H 4.21709 -3.66907 -2.65385
H 3.85667 -0.92564 -2.31951
C -0.87969 -5.61269 0.98928
C -2.28612 -6.30289 1.11347
O -3.17423 -5.47371 0.39021
H -0.50589 -5.65814 -0.03361
H -0.12548 -6.07831 1.62367
H -0.98664 -4.57801 1.31505
H -2.58722 -6.38413 2.15789
H -2.26035 -7.31805 0.71737
H -4.04696 -5.86949 0.44762
C -2.30055 -3.25733 -2.25042
C -3.73604 -3.03563 -1.71552
O -4.42731 -4.26380 -1.71998
H -1.63800 -3.68799 -1.49964
H -1.75081 -2.35117 -2.50488
H -2.33451 -3.85732 -3.15980
H -4.27879 -2.32304 -2.33661
H -3.64873 -2.72416 -0.67463
H -3.97894 -4.83312 -1.09035
C 3.01619 2.71595 -2.88669
C 4.01146 1.62341 -3.22382
O 3.34627 0.36826 -3.16629
H 2.16476 2.48929 -3.52840
H 3.35006 3.73433 -3.08548
H 2.66972 2.65578 -1.85497
H 4.76486 1.61828 -2.43612
H 4.49024 1.84160 -4.17841
H 2.65663 0.47012 -3.82631
C -3.52235 -2.07655 2.63293
C -2.48220 -2.73129 3.56627
O -2.92230 -2.79033 4.94265
H -3.22628 -2.16295 1.58748
H -3.60730 -0.99809 2.76634
H -4.48818 -2.57136 2.73507
H -1.54501 -2.18905 3.44075
H -2.20843 -3.73639 3.24548
H -2.69923 -3.64520 5.31820
C 2.14910 4.00021 1.71974
C 1.97415 5.49252 1.93663
O 0.64136 5.81616 1.70738
H 1.67442 3.43604 2.52253
H 3.21386 3.76866 1.74727
H 1.68591 3.72898 0.77106
H 2.56436 6.03933 1.20127
H 2.33864 5.79277 2.91903
H 0.53660 6.75069 1.51427
C -1.35232 1.52038 3.17707
C -1.45245 2.90537 2.52352
O -0.68356 3.79837 3.32721
H -1.94366 1.40089 4.08490
H -0.30695 1.27649 3.36635
H -1.75829 0.79344 2.47361
H -2.48012 3.26722 2.49071
H -1.06333 2.88129 1.50562
H -0.46914 4.52708 2.74019
*
```

Calculated values
M, g/mol: 657.07
HOMO-LUMO gap (alpha / beta), eV: 3.4 / 3.5